11
Properties=species:S:1:pos:R:3:forces:R:3 method="wB97M-V/def2-TZVPD" homo_lumo_gap_ev=12.4 de_lowest_kj_mol=171.41 homo_energy_ev=-11.8
C 1.01595 0.14074 -0.68504 -0.09 0.50 -0.36
H 0.89228 1.20979 -0.65486 -0.33 0.64 -0.06
N 1.94918 -0.84367 1.49441 0.05 0.24 0.31
H -2.04780 -0.91145 -0.31252 -0.34 -0.25 -0.44
H -0.84535 -1.06610 0.91218 0.39 -0.45 0.42
O -0.17040 -0.54191 -0.97699 -0.13 -0.31 -0.60
H 1.73966 -0.06196 -1.45275 0.17 -0.28 -0.50
C -1.37901 0.85613 0.45582 -0.58 1.42 -0.24
C 1.55958 -0.29120 0.56869 0.72 -1.03 0.90
N -1.59337 1.97709 0.56263 0.07 0.14 0.37
C -1.12569 -0.49314 0.04533 0.07 -0.61 0.20